{
  "formula": "C32H34N2O2S",
  "method": "the ωB97M-V functional and the def2-TZVPD basis",
  "elements": ["C", "N", "C", "C", "C", "C", "C", "C", "C", "C", "C", "C", "C", "C", "N", "C", "C", "C", "C", "C", "C", "H", "H", "H", "H", "H", "H", "H", "H", "H", "H", "H", "H", "H", "H", "H", "H", "H", "H", "H", "H", "H", "H", "H", "C", "C", "C", "C", "S", "C", "C", "C", "C", "C", "C", "C", "O", "O", "C", "C", "H", "H", "H", "H", "H", "H", "H", "H", "H", "H", "H"],
  "xyz": [[6.6960, -1.8570, 3.4708], [6.1912, -1.2228, 2.2646], [6.6859, -1.8295, 1.0405], [4.9547, -0.5578, 2.2763], [4.8868, 0.8594, 2.2821], [3.6627, 1.4948, 2.3250], [2.4428, 0.7588, 2.3503], [1.1871, 1.4318, 2.3978], [-0.0355, 0.7806, 2.2915], [-1.2662, 1.4205, 2.3453], [-2.5198, 0.7431, 2.2961], [-3.7393, 1.4793, 2.2677], [-4.9630, 0.8451, 2.2421], [-5.0344, -0.5727, 2.2460], [-6.2720, -1.2280, 2.2485], [-6.8369, -1.7817, 1.0339], [-6.8327, -1.7705, 3.4705], [-3.8362, -1.3198, 2.2587], [-2.6105, -0.6811, 2.2817], [2.5337, -0.6646, 2.3302], [3.7584, -1.3037, 2.2966], [6.1332, -1.5076, 4.3449], [6.6221, -2.9539, 3.4024], [7.7554, -1.5966, 3.5995], [6.1260, -1.4431, 0.1820], [7.7487, -1.5847, 0.9177], [6.5932, -2.9262, 1.0742], [5.8244, 1.4190, 2.2675], [3.6099, 2.5852, 2.3417], [1.1906, 2.5205, 2.4768], [-0.0304, -0.2969, 2.1301], [-1.2751, 2.5099, 2.4189], [-3.6853, 2.5695, 2.2657], [-5.8997, 1.4057, 2.2252], [-6.2619, -1.4340, 0.1686], [-6.8298, -2.8823, 1.0605], [-7.8802, -1.4539, 0.9293], [-6.2542, -1.4141, 4.3300], [-7.8755, -1.4416, 3.5761], [-6.8249, -2.8713, 3.4547], [-3.8963, -2.4102, 2.2556], [-1.7055, -1.2867, 2.2988], [1.6300, -1.2717, 2.3504], [3.8177, -2.3940, 2.2882], [6.0705, 0.9917, 7.8179], [5.5507, 1.8281, 8.8112], [4.5993, 2.7978, 8.4840], [4.1573, 2.9082, 7.1653], [2.9618, 4.1808, 6.7172], [1.4395, 3.3903, 6.7851], [0.2516, 4.1116, 6.6145], [-1.0223, 3.4704, 6.7796], [-2.2077, 4.1704, 6.5895], [-2.1794, 5.5290, 6.2282], [-0.9464, 6.1857, 6.0713], [0.2412, 5.5039, 6.2677], [3.1143, 5.1781, 7.7560], [3.3046, 4.5267, 5.3515], [4.6768, 2.0813, 6.1685], [5.6323, 1.1143, 6.4936], [6.8162, 0.2401, 8.0771], [5.8773, 1.7329, 9.8477], [4.1996, 3.4650, 9.2443], [1.4592, 2.3348, 7.0400], [-1.0026, 2.4152, 7.0649], [-3.1642, 3.6577, 6.7242], [-3.1064, 6.0778, 6.0718], [-0.9100, 7.2424, 5.7946], [1.1789, 6.0477, 6.1473], [4.3335, 2.1993, 5.1436], [6.0260, 0.4697, 5.7052]],
  "atomic_forces_ev_per_a": [[-0.2, 0.2, -0.1], [0.9, 0.2, 0.0], [-0.2, 0.2, 0.1], [-0.8, 0.3, 0.1], [0.3, -0.9, 0.0], [-0.7, 0.0, 0.0], [1.0, -0.6, 0.0], [-0.4, 0.1, -0.1], [-0.2, 0.2, 0.0], [0.8, 0.1, 0.0], [-1.1, -0.6, -0.1], [0.8, 0.0, 0.0], [-0.3, -1.0, 0.0], [0.8, 0.4, 0.0], [-0.8, 0.1, 0.0], [0.2, 0.2, 0.1], [0.2, 0.2, -0.1], [-0.2, 0.4, 0.0], [0.0, 0.4, 0.0], [0.0, 0.3, 0.0], [0.1, 0.4, 0.0], [0.2, -0.1, -0.2], [-0.1, 0.1, 0.1], [-0.1, -0.1, 0.1], [0.2, -0.1, 0.1], [-0.1, -0.1, -0.1], [-0.1, 0.1, -0.1], [-0.3, -0.1, 0.0], [0.0, -0.3, 0.0], [0.0, -0.2, 0.1], [0.0, 0.4, 0.2], [0.0, -0.2, 0.1], [0.0, -0.3, 0.0], [0.3, -0.1, 0.0], [-0.2, -0.1, 0.1], [0.0, 0.1, -0.1], [0.1, -0.1, -0.1], [-0.2, -0.1, -0.1], [0.1, -0.1, 0.1], [0.0, 0.1, 0.1], [0.0, 0.3, 0.0], [-0.3, 0.2, 0.0], [0.3, 0.2, 0.0], [0.0, 0.3, 0.0], [-0.2, 0.1, -0.1], [-0.1, 0.1, -0.2], [0.0, -0.2, -0.1], [0.0, -0.3, 0.0], [1.2, -0.9, 0.3], [0.1, -0.2, 0.0], [-0.6, 0.4, -0.1], [0.3, 0.2, -0.2], [0.3, 0.1, 0.0], [0.0, -0.1, 0.0], [0.0, -0.4, 0.1], [-0.1, 0.0, -0.1], [-0.3, 0.3, -0.3], [-0.2, 0.4, -0.1], [0.0, -0.2, 0.2], [-0.1, 0.3, 0.2], [-0.2, 0.2, -0.1], [0.0, 0.0, -0.3], [0.1, -0.1, -0.2], [0.0, 0.2, 0.0], [-0.2, 0.3, -0.1], [0.3, 0.2, 0.0], [0.2, -0.2, 0.1], [-0.1, -0.3, 0.1], [-0.2, -0.2, 0.0], [0.0, 0.0, 0.2], [0.0, 0.2, 0.3]],
  "multiplicity": 1,
  "total_charge": 0
}

{
  "formula": "C32H34N2O6",
  "method": "the ωB97M-V functional and the def2-TZVPD basis",
  "elements": ["C", "C", "C", "O", "C", "C", "C", "C", "C", "C", "C", "C", "N", "C", "C", "C", "C", "O", "N", "C", "C", "O", "C", "O", "H", "H", "H", "H", "H", "H", "H", "H", "H", "H", "H", "H", "H", "H", "H", "H", "H", "H", "H", "H", "H", "H", "H", "H", "H", "H", "O", "C", "C", "C", "C", "C", "C", "C", "C", "O", "C", "C", "C", "C", "C", "C", "H", "H", "H", "H", "H", "H", "H", "H"],
  "xyz": [[5.3649, -2.2198, -0.2024], [3.9503, -1.7218, -0.4840], [3.1618, -2.6808, -1.3692], [1.7698, -2.5533, -1.1345], [1.0715, -1.9105, -2.1780], [-0.3813, -1.7655, -1.8104], [-0.9369, -2.4985, -0.7587], [-2.2742, -2.3757, -0.3806], [-2.8101, -3.2114, 0.7516], [-3.9399, -4.1931, 0.3796], [-3.7447, -4.9038, -0.9624], [-5.0521, -5.2476, -1.7226], [-6.2468, -5.2385, -0.8866], [-3.0256, -1.4480, -1.0923], [-2.4834, -0.7348, -2.1507], [-1.1701, -0.8780, -2.5357], [-3.5351, 0.1545, -2.7089], [-3.5073, 0.7731, -3.7399], [-4.6385, 0.0941, -1.8319], [-5.2200, 1.3619, -1.3594], [-4.7808, 1.7977, 0.0254], [-5.7213, 1.3373, 0.9812], [-4.4358, -0.9915, -0.9215], [-5.3035, -1.4353, -0.2253], [5.9132, -2.4022, -1.1285], [5.3139, -3.1671, 0.3380], [5.9160, -1.5068, 0.4076], [3.9774, -0.7344, -0.9501], [3.4059, -1.6352, 0.4585], [3.4692, -3.7084, -1.1523], [3.4032, -2.5084, -2.4235], [1.1856, -2.4632, -3.1172], [1.4831, -0.9032, -2.3268], [-0.2926, -3.1816, -0.2229], [-3.1567, -2.5509, 1.5498], [-1.9688, -3.7745, 1.1624], [-4.8997, -3.6891, 0.4300], [-3.9616, -4.9499, 1.1675], [-3.2155, -5.8444, -0.7863], [-3.1055, -4.3297, -1.6344], [-5.2004, -4.5483, -2.5452], [-4.9141, -6.2317, -2.1853], [-6.3748, -6.0991, -0.3775], [-7.0808, -5.0040, -1.3987], [-0.7748, -0.2916, -3.3562], [-6.3079, 1.2927, -1.3772], [-4.9398, 2.1110, -2.0989], [-4.7459, 2.8937, 0.0413], [-3.7634, 1.4520, 0.2464], [-5.3684, 1.4859, 1.8622], [5.2854, 3.0739, 0.0208], [4.5919, 3.5821, 0.8762], [4.9638, 4.8846, 1.4986], [6.1146, 5.5328, 1.0677], [6.4625, 6.7570, 1.6123], [5.6623, 7.3400, 2.5891], [4.5208, 6.6930, 3.0307], [4.1690, 5.4622, 2.4909], [2.9440, 4.7763, 2.9936], [2.2809, 5.2542, 3.8891], [2.5600, 3.4846, 2.3554], [1.4049, 2.8392, 2.7800], [1.0178, 1.6506, 2.1841], [1.7821, 1.1008, 1.1601], [2.9390, 1.7363, 0.7417], [3.3351, 2.9263, 1.3374], [6.7259, 5.0708, 0.3050], [7.3577, 7.2618, 1.2741], [5.9321, 8.3009, 3.0069], [3.8935, 7.1331, 3.7934], [0.8182, 3.2784, 3.5749], [0.1175, 1.1497, 2.5152], [1.4751, 0.1740, 0.6902], [3.5382, 1.3151, -0.0530]],
  "atomic_forces_ev_per_a": [[-0.2, -0.1, -0.1], [0.0, -0.1, 0.0], [0.4, 0.0, 0.1], [-0.1, -0.2, -0.2], [0.1, 0.2, 0.4], [0.0, -0.1, 0.1], [0.1, 0.1, -0.3], [0.0, 0.0, 0.1], [0.1, -0.1, 0.0], [0.1, 0.1, 0.1], [-0.2, -0.4, 0.0], [0.0, -0.3, 0.0], [0.2, 0.3, 0.1], [-0.1, 0.0, -0.1], [0.0, -0.3, 0.0], [-0.1, 0.0, -0.1], [-0.2, 0.0, -0.1], [0.2, 0.4, 0.2], [0.8, -0.1, 0.4], [-0.6, -0.3, -0.5], [0.0, 0.3, 0.1], [0.1, -0.1, 0.0], [-0.3, 0.2, -0.3], [0.1, 0.1, 0.3], [0.1, 0.1, 0.0], [0.1, 0.0, 0.0], [0.1, 0.0, 0.0], [0.0, 0.0, 0.1], [0.0, 0.1, 0.0], [-0.2, 0.0, 0.1], [-0.1, 0.0, 0.0], [-0.1, 0.0, 0.0], [0.0, 0.0, -0.1], [0.0, 0.0, 0.0], [-0.1, 0.0, 0.0], [0.0, 0.0, 0.0], [0.0, 0.1, -0.2], [-0.1, 0.0, 0.0], [0.1, 0.1, 0.0], [0.0, 0.1, 0.0], [-0.1, 0.1, 0.1], [0.1, 0.1, -0.2], [-0.1, -0.1, -0.1], [-0.1, -0.1, 0.0], [0.0, 0.0, 0.0], [0.0, 0.0, 0.1], [0.1, 0.0, 0.0], [0.0, 0.0, 0.0], [0.0, -0.1, 0.0], [0.0, 0.0, 0.0], [0.0, 0.0, 0.0], [0.0, 0.0, 0.0], [-0.1, 0.0, 0.0], [0.1, 0.1, 0.0], [0.0, 0.0, 0.0], [0.0, 0.0, 0.0], [0.1, 0.1, 0.0], [0.0, -0.1, 0.0], [0.0, 0.0, 0.1], [0.0, 0.0, 0.0], [0.0, 0.0, 0.0], [-0.1, -0.1, 0.0], [0.0, 0.0, 0.0], [0.0, 0.0, 0.0], [-0.1, -0.1, 0.0], [0.0, 0.1, 0.0], [0.0, 0.0, 0.0], [0.0, 0.0, 0.0], [0.0, 0.0, 0.0], [0.0, -0.1, 0.0], [0.0, 0.1, 0.0], [0.0, 0.0, 0.0], [0.0, 0.0, 0.0], [0.1, 0.1, 0.0]],
  "multiplicity": 1,
  "total_charge": 0,
  "smiles": "CCCOCc1cc(CCCCN)c2c(c1)C(=O)N(CCO)C2=O.O=C1c2ccccc2C(=O)c2ccccc21"
}

{
  "formula": "C32H34N4P2S2Ti",
  "method": "the ωB97M-V functional and the def2-TZVPD basis",
  "elements": ["Ti", "C", "N", "P", "C", "C", "C", "C", "C", "C", "C", "C", "C", "C", "C", "C", "P", "C", "C", "C", "C", "C", "C", "C", "C", "C", "C", "C", "C", "H", "H", "H", "H", "H", "H", "H", "H", "H", "H", "H", "H", "H", "H", "H", "H", "H", "H", "H", "H", "H", "H", "H", "S", "C", "N", "C", "C", "C", "N", "H", "H", "H", "H", "H", "H", "H", "H", "S", "C", "C", "N", "C", "H", "H", "H"],
  "xyz": [[0.2826, 0.8940, 0.0489], [-1.7273, -1.9408, -2.1428], [-1.7466, -1.1547, -0.8638], [-1.9645, 0.5452, -1.1605], [-3.2576, 0.8167, -2.3165], [-4.4717, 0.1302, -2.1569], [-5.5056, 0.4034, -3.0316], [-5.3324, 1.3500, -4.0408], [-4.1290, 2.0253, -4.1925], [-3.0751, 1.7595, -3.3324], [-2.2890, 1.2113, 0.4836], [-3.2775, 0.8226, 1.3827], [-3.3542, 1.4361, 2.6292], [-2.4211, 2.3949, 3.0236], [-1.4247, 2.8045, 2.1471], [-1.3715, 2.2121, 0.8823], [-0.5891, -1.4134, 0.3606], [-1.3457, -1.5135, 1.9566], [-0.6772, -0.9876, 3.0623], [-1.2220, -1.1418, 4.3303], [-2.4198, -1.8280, 4.4856], [-3.0818, -2.3624, 3.3816], [-2.5525, -2.2072, 2.1125], [0.4445, -2.7980, -0.0095], [-0.1328, -4.0776, -0.0143], [0.6760, -5.1859, -0.1877], [2.0511, -5.0294, -0.3401], [2.6271, -3.7659, -0.3165], [1.8267, -2.6467, -0.1428], [-2.7544, -2.1329, -2.4420], [-1.2098, -2.8817, -1.9956], [-1.2300, -1.3825, -2.9397], [-4.6065, -0.6061, -1.3732], [-6.4496, -0.1151, -2.9327], [-6.1507, 1.5569, -4.7182], [-4.0112, 2.7541, -4.9825], [-2.1326, 2.2799, -3.4503], [-4.0069, 0.0732, 1.1052], [-4.1602, 1.1727, 3.3027], [-2.4950, 2.8489, 4.0034], [-0.7381, 3.5963, 2.4172], [-0.8069, 2.7580, 0.0933], [0.2851, -0.4934, 2.9671], [-0.7061, -0.7482, 5.1957], [-2.8372, -1.9637, 5.4750], [-4.0046, -2.9107, 3.5187], [-3.0762, -2.6219, 1.2588], [-1.1990, -4.2175, 0.1241], [0.2382, -6.1750, -0.1965], [2.6764, -5.9035, -0.4672], [3.6979, -3.6605, -0.4250], [2.2878, -1.6631, -0.0991], [2.0774, 1.2708, 1.4588], [3.7583, 1.5408, 0.9249], [4.1048, 2.6956, 0.4027], [5.5288, 3.0445, 0.1422], [6.4083, 2.2759, 1.1105], [6.1003, 0.7933, 1.0359], [4.6289, 0.5923, 1.1759], [3.4101, 3.4254, 0.3808], [5.6164, 4.1203, 0.2730], [5.7551, 2.8003, -0.8961], [6.2637, 2.6448, 2.1268], [7.4537, 2.4371, 0.8506], [6.5648, 0.2409, 1.8497], [6.4150, 0.3525, 0.0899], [4.2969, -0.2505, 1.6214], [2.4627, 0.6391, -3.9127], [2.1396, 2.2587, -3.4773], [1.5124, 2.3125, -2.2789], [1.2932, 1.0638, -1.7147], [1.7635, 0.0943, -2.4959], [2.4177, 3.0782, -4.1234], [1.1830, 3.2096, -1.7736], [1.6956, -0.9574, -2.2484]],
  "atomic_forces_ev_per_a": [[-0.1, -0.1, -0.2], [-0.1, 0.0, 0.1], [0.0, 0.0, -0.4], [0.5, 0.0, 0.4], [-0.1, 0.0, -0.1], [0.0, 0.1, 0.0], [0.0, 0.0, 0.0], [0.0, 0.0, 0.0], [0.1, 0.0, 0.0], [-0.1, 0.0, 0.0], [-0.2, 0.0, 0.2], [0.1, -0.1, 0.1], [0.0, 0.0, 0.0], [0.1, 0.0, 0.0], [-0.1, -0.1, 0.0], [0.1, 0.2, 0.0], [0.0, 0.2, 0.1], [-0.2, -0.3, 0.0], [0.1, 0.0, 0.1], [0.0, 0.0, -0.1], [0.0, 0.0, 0.0], [0.0, 0.0, 0.0], [0.0, 0.1, 0.0], [0.0, -0.2, 0.1], [0.0, 0.0, 0.0], [0.0, 0.0, 0.0], [0.0, 0.0, 0.0], [0.0, 0.0, 0.0], [0.1, 0.0, -0.1], [0.0, 0.0, 0.0], [0.0, 0.0, 0.0], [0.0, 0.0, 0.0], [0.0, 0.0, 0.0], [0.0, 0.0, 0.0], [0.0, 0.0, 0.0], [0.0, 0.0, 0.0], [0.0, 0.0, 0.0], [0.0, 0.0, 0.0], [0.0, 0.0, 0.0], [0.0, 0.0, 0.0], [0.0, 0.0, 0.0], [0.0, 0.0, -0.1], [0.0, 0.0, -0.1], [0.0, 0.0, 0.0], [0.0, 0.0, 0.0], [0.0, 0.0, 0.0], [0.0, 0.0, 0.0], [0.0, 0.0, 0.0], [0.0, 0.0, 0.0], [0.0, 0.0, 0.0], [0.0, 0.0, 0.0], [0.0, 0.0, 0.1], [-0.1, 0.1, 0.0], [-0.1, 0.0, 0.1], [0.0, -0.1, 0.0], [-0.1, 0.0, 0.0], [0.1, 0.0, 0.0], [-0.1, -0.1, 0.0], [0.0, 0.1, -0.1], [0.0, 0.1, 0.0], [0.0, 0.0, 0.0], [0.0, 0.0, 0.0], [0.0, 0.0, 0.0], [0.0, 0.0, 0.0], [0.0, 0.0, 0.0], [0.0, 0.0, 0.0], [0.0, 0.0, 0.0], [0.1, 0.0, -0.1], [0.0, 0.0, 0.0], [0.0, -0.1, -0.1], [0.2, 0.1, -0.2], [-0.1, 0.0, 0.1], [0.0, 0.0, 0.0], [0.0, 0.0, 0.0], [0.0, 0.0, 0.0]],
  "multiplicity": 1,
  "total_charge": 4
}

What are the E_HOMO values for these records? In order: -0.1987, -0.3268, -0.7081 Ha.